Formula: C4H14N2O
Source: OMol25
Level of theory: ωB97M-V/def2-TZVPD

Each line ends with the Löwdin charge.
Cartesian coordinates (Å):
H (3.638, -2.158, 2.383)  0.148
H (-3.389, 2.398, -1.311)  0.211
H (0.302, -2.375, 0.013)  0.206
N (0.636, -1.500, 0.532)  0.135
H (-0.783, 1.458, -1.658)  0.124
H (-2.201, 1.856, 0.987)  0.134
N (-3.187, 1.444, -0.907)  0.182
C (1.121, -0.521, -0.454)  -0.173
C (0.694, 0.985, -0.094)  -0.129
H (-4.053, 1.320, -0.346)  0.191
H (3.710, -2.460, 0.891)  0.076
H (0.857, 1.076, 1.057)  0.158
H (2.203, -0.749, -0.627)  0.142
H (-3.094, 0.613, -1.518)  0.189
H (1.436, 1.592, -0.620)  0.127
C (-2.006, 1.576, -0.053)  -0.051
H (-0.214, -1.140, 1.146)  0.221
C (-0.742, 1.190, -0.597)  -0.052
H (0.605, -0.727, -1.492)  0.159
H (1.395, -1.784, 1.147)  0.079
O (3.071, -2.094, 1.521)  -0.077

HOMO-LUMO gap in eV: 10.65
Strongest force on any atom in eV Å⁻¹: 5.33
Spin multiplicity: 1
Net charge: +2

Formula: C17H17NO3S
Source: OMol25
Level of theory: ωB97M-V/def2-TZVPD

Each line ends with the Löwdin charge.
Cartesian coordinates (Å):
C (0.937, 1.255, 3.373)  0.013
H (3.390, 2.728, 0.217)  0.141
H (-0.571, 0.441, 0.237)  0.061
C (1.491, -0.842, 1.548)  0.043
C (-0.375, -2.210, 2.496)  -0.124
C (0.099, -0.076, -2.253)  -0.043
C (-0.249, 0.541, -4.546)  -0.092
N (-1.471, -2.003, 1.566)  0.052
C (0.227, 0.056, 3.406)  -0.044
H (0.630, -0.656, -1.513)  0.104
O (2.739, 2.434, 2.151)  0.036
C (-1.276, 1.388, -4.161)  -0.084
C (1.910, 1.377, 2.412)  -0.206
H (0.191, -3.071, 2.135)  0.125
H (0.731, 2.054, 4.064)  0.118
H (-0.551, -0.067, 4.144)  0.111
H (-2.421, 2.155, -2.522)  0.112
O (-0.410, -2.860, -0.241)  0.059
C (2.182, 0.342, 1.514)  -0.198
C (-1.614, 1.504, -2.826)  -0.055
H (1.696, -1.636, 0.849)  0.126
H (-2.194, -1.352, 1.845)  0.097
H (4.604, 2.056, 1.359)  0.140
H (0.013, 0.449, -5.590)  0.100
O (3.187, 0.728, 0.668)  0.039
H (-0.790, -2.426, 3.482)  0.123
S (-2.914, 0.017, -0.113)  0.883
H (-3.362, -2.271, -0.474)  0.085
C (-1.320, 0.878, -0.426)  -0.395
C (0.436, -0.190, -3.591)  -0.074
C (0.493, -0.976, 2.520)  -0.216
C (-1.329, -2.237, 0.245)  -0.577
H (1.233, -0.856, -3.885)  0.105
C (-0.926, 0.776, -1.861)  -0.311
C (3.543, 2.036, 1.061)  -0.157
H (-1.516, 1.908, -0.129)  0.084
H (-2.168, -1.679, -1.654)  0.085
H (-1.816, 1.958, -4.904)  0.101
C (-2.459, -1.674, -0.604)  -0.365

HOMO-LUMO gap in eV: 8.87
SMILES string: O=C(CSCc1ccccc1)NCc1ccc2c(c1)OCO2
Strongest force on any atom in eV Å⁻¹: 1.29
Spin multiplicity: 1

Formula: C36H45BrCsN4OP2S4Sb
Source: OMol25
Level of theory: ωB97M-V/def2-TZVPD

Each line ends with the Löwdin charge.
Cartesian coordinates (Å):
C (-0.646, 1.431, -3.911)  -0.117
C (-1.854, 3.568, 0.656)  -0.555
H (-0.660, 3.357, -1.149)  0.073
C (-2.969, -4.206, 0.859)  -0.171
Br (-1.595, 3.264, -5.880)  0.682
S (-5.776, -4.068, 2.763)  -0.262
H (3.356, -4.081, -1.783)  0.059
H (5.300, -3.219, 2.321)  0.072
H (0.022, 2.875, 5.325)  0.073
H (3.927, 2.464, -0.314)  0.098
O (-3.524, 0.310, 0.779)  -0.335
H (-3.824, 1.494, -5.100)  0.095
C (-0.769, 0.387, -3.012)  0.003
C (2.470, 1.470, -2.196)  -0.079
C (-1.679, 3.154, -0.806)  -0.126
H (5.950, -0.906, 1.411)  0.070
H (3.707, -3.885, 1.940)  0.056
H (3.613, -2.179, -2.328)  0.080
C (-2.966, 1.166, -4.531)  -0.135
N (-2.688, -3.256, -0.016)  0.078
C (-3.074, 0.110, -3.638)  -0.024
C (2.921, -4.420, -0.842)  -0.126
H (0.673, 5.096, 2.241)  0.083
H (0.074, 0.104, -2.394)  0.107
H (1.421, -3.890, 0.575)  0.092
S (-5.164, -0.336, 2.529)  0.467
C (3.187, 3.046, 0.221)  -0.058
C (4.920, -0.744, 1.078)  -0.127
Cs (-0.938, -0.971, 1.380)  0.671
H (-2.523, 1.776, 3.756)  0.073
H (-4.121, -6.650, -1.177)  0.099
C (-1.748, 1.808, -4.662)  -0.691
C (0.117, 2.507, 4.300)  -0.124
H (-4.033, -0.370, -3.487)  0.114
C (1.908, 2.456, 0.457)  -0.323
S (-2.550, -2.466, 4.185)  -0.302
C (-3.440, -4.694, -1.772)  -0.037
C (-0.904, 3.187, 3.388)  -0.589
H (-0.870, 5.482, 0.421)  0.067
H (-1.909, 5.396, 1.851)  0.061
N (-2.066, -1.333, -1.941)  0.116
H (-3.037, -2.554, -3.288)  0.126
H (-2.369, 3.705, -1.453)  0.077
H (0.297, 1.950, -4.006)  0.090
H (-0.765, 4.271, 3.454)  0.081
C (2.619, 5.066, 1.399)  -0.134
C (-2.672, -2.396, -2.263)  -0.092
H (0.420, -4.238, -1.691)  0.079
N (1.631, 1.181, 0.069)  0.036
H (3.937, -0.754, -4.298)  0.081
H (-2.626, 5.543, 0.244)  0.070
S (-5.943, -1.680, 5.884)  -0.339
H (-2.829, 3.196, 0.988)  0.091
C (3.470, -0.356, -3.406)  -0.123
C (3.529, 4.299, 0.671)  -0.122
H (4.940, -0.122, 0.182)  0.063
H (-1.872, 2.088, -0.931)  0.057
H (-0.054, 1.427, 4.318)  0.075
P (-0.647, 2.568, 1.658)  1.019
C (-1.975, -0.297, -2.884)  -0.266
H (4.524, 4.681, 0.468)  0.089
Sb (-4.844, -2.406, 4.030)  -0.182
P (2.461, -1.758, 0.340)  1.030
H (-3.631, -4.832, -2.830)  0.102
H (2.879, 6.052, 1.765)  0.079
H (-3.731, -6.168, 1.256)  0.097
H (3.736, -4.594, -0.139)  0.051
H (2.151, 2.505, -2.162)  0.111
H (1.155, -2.722, -2.224)  0.067
C (2.662, -0.688, -1.123)  -0.336
C (4.230, -2.081, 0.810)  -0.590
C (1.377, 4.515, 1.657)  -0.138
H (3.171, 1.626, -4.199)  0.095
C (-1.809, 5.084, 0.809)  -0.121
C (4.270, -2.958, 2.062)  -0.141
H (-0.108, -2.723, -0.998)  0.007
H (-2.477, 3.133, 4.880)  0.077
C (0.993, 3.248, 1.214)  -0.310
C (1.878, -3.433, -0.310)  -0.547
H (2.442, -5.384, -1.038)  0.073
C (2.252, 0.676, -1.028)  -0.363
H (-2.808, -3.970, 1.907)  0.019
H (3.834, -2.419, 2.906)  0.075
H (4.753, -2.584, -0.011)  0.095
C (-3.712, -5.702, -0.850)  -0.072
C (3.271, -1.151, -2.293)  -0.129
C (-2.328, 2.849, 3.835)  -0.118
N (-3.783, -0.565, 1.585)  -0.699
C (-2.929, -3.494, -1.310)  -0.278
H (-3.080, 3.366, 3.236)  0.064
C (0.773, -3.258, -1.353)  -0.134
H (1.139, 2.686, 3.961)  0.065
H (4.392, -0.186, 1.855)  0.079
C (3.048, 0.975, -3.339)  -0.118
C (-3.484, -5.452, 0.485)  -0.077

HOMO-LUMO gap in eV: 5.52
Strongest force on any atom in eV Å⁻¹: 0.50
Spin multiplicity: 1
Net charge: -2

Formula: C3H2O2S
Source: OMol25
Level of theory: ωB97M-V/def2-TZVPD

Each line ends with the Löwdin charge.
Cartesian coordinates (Å):
O (0.640, 1.077, 2.524)  -0.324
O (-1.394, 0.848, 1.136)  -0.321
C (0.555, -0.355, -1.121)  -0.340
H (1.200, -0.227, -1.984)  0.097
C (-0.672, -0.853, -1.264)  0.191
H (-1.330, -1.429, -0.648)  0.049
C (1.002, 0.394, -0.003)  -0.105
S (-0.001, 0.545, 1.360)  0.752

HOMO-LUMO gap (alpha / beta) in eV: 7.35 / 7.58
Strongest force on any atom in eV Å⁻¹: 1.71
Spin multiplicity: 1

Question: spin multiplicity of number 3 (C36H45BrCsN4OP2S4Sb)?
Answer: 1